1.
80
Properties=species:S:1:pos:R:3 method="wB97M-V/def2-TZVPD" total_charge=0 smiles="NC(N)=O.NC(N)=O.NC(N)=O.NC(N)=O.NC(N)=O.NC(N)=O.NC(N)=O.CC(C)O.CC(C)O" homo_lumo_gap_ev=9.0 multiplicity=1 energy_ev=-53491.8945 lumo_ev=-0.024 de_lowest_ev=0.000
N 1.69 2.09 -5.54
C 1.65 2.31 -4.20
N 2.60 3.13 -3.73
O 0.85 1.77 -3.42
H 2.17 2.74 -6.13
H 0.94 1.54 -5.93
H 2.61 3.28 -2.74
H 3.31 3.57 -4.29
N -1.42 0.03 4.26
C -1.88 0.13 2.98
N -1.55 1.31 2.39
O -2.61 -0.71 2.42
H -0.72 0.68 4.57
H -1.46 -0.86 4.73
H -1.83 1.37 1.43
H -0.89 1.94 2.82
N -2.10 1.66 -3.64
C -2.70 2.06 -2.49
N -3.90 1.45 -2.26
O -2.26 2.87 -1.67
H -2.60 1.28 -4.42
H -1.23 2.10 -3.89
H -4.28 1.51 -1.33
H -4.12 0.66 -2.84
N -2.36 -3.17 4.12
C -1.11 -3.70 3.99
N -0.24 -3.08 3.16
O -0.82 -4.71 4.65
H -2.74 -2.46 3.51
H -2.96 -3.54 4.82
H -0.62 -2.46 2.44
H 0.62 -3.56 3.02
N 2.31 1.25 2.22
C 1.74 0.83 3.37
N 1.97 -0.47 3.66
O 1.02 1.55 4.08
H 2.77 0.68 1.53
H 2.29 2.24 2.05
H 2.61 -0.98 3.09
H 1.49 -0.97 4.39
N -5.03 -4.78 1.01
C -4.76 -3.53 1.52
N -3.77 -2.86 0.89
O -5.34 -3.13 2.53
H -5.46 -5.41 1.66
H -4.38 -5.19 0.37
H -3.23 -3.24 0.14
H -3.45 -1.98 1.29
N -0.98 5.28 -1.67
C 0.23 5.36 -1.10
N 0.80 4.14 -0.87
O 0.80 6.43 -0.84
H -1.35 6.10 -2.12
H -1.52 4.41 -1.70
H 0.43 3.30 -1.29
H 1.59 4.08 -0.25
C -0.03 -2.25 -1.28
C 0.21 -0.99 -0.48
C -0.75 0.11 -0.86
O 0.01 -1.25 0.93
H 0.45 -3.13 -0.87
H 0.16 -2.04 -2.34
H -1.11 -2.45 -1.26
H 1.24 -0.66 -0.66
H -0.50 1.09 -0.44
H -1.79 -0.11 -0.59
H -0.77 0.35 -1.92
H -0.46 -0.47 1.27
C 4.11 -2.23 -1.37
C 4.68 -1.02 -0.61
C 4.70 0.22 -1.49
O 3.73 -0.68 0.42
H 3.13 -1.98 -1.78
H 3.98 -3.14 -0.79
H 4.74 -2.48 -2.23
H 5.67 -1.29 -0.24
H 3.73 0.20 -1.99
H 5.50 0.11 -2.22
H 4.87 1.16 -0.97
H 3.64 -1.44 1.01



2.
86
Properties=species:S:1:pos:R:3 method="wB97M-V/def2-TZVPD" total_charge=0 smiles="NC(N)=O.NC(N)=O.NC(N)=O.NC(N)=O.NC(N)=O.NC(N)=O.NC(N)=O.OCCO.OCCO.OCCO" homo_lumo_gap_ev=8.5 multiplicity=1 energy_ev=-61707.5194 lumo_ev=0.112 de_lowest_ev=6.154
N -4.70 -1.02 -1.21
C -3.76 -0.17 -1.51
N -4.02 0.99 -1.03
O -2.76 -0.44 -2.12
H -4.63 -2.00 -1.48
H -5.02 -0.81 -0.28
H -4.98 1.10 -0.75
H -3.42 1.78 -1.25
N 4.59 -2.59 -0.43
C 4.63 -3.46 -1.39
N 5.04 -4.61 -0.97
O 4.21 -3.30 -2.47
H 4.38 -1.69 -0.84
H 4.97 -2.72 0.50
H 5.57 -4.91 -0.16
H 5.11 -5.31 -1.69
N 0.09 0.67 -0.53
C 0.63 -0.09 0.36
N 1.37 -0.98 -0.16
O 0.56 0.13 1.57
H 0.47 0.61 -1.47
H -0.74 1.20 -0.31
H 2.11 -1.31 0.43
H 1.16 -1.01 -1.15
N 1.25 3.41 -1.13
C 2.29 3.50 -0.35
N 2.05 3.75 0.91
O 3.36 3.22 -0.73
H 1.43 3.04 -2.05
H 0.29 3.68 -0.95
H 2.86 3.76 1.52
H 1.14 3.87 1.33
N 1.25 -3.34 -3.40
C 0.54 -2.23 -3.20
N -0.71 -2.57 -3.28
O 0.95 -1.13 -2.90
H 2.25 -3.20 -3.38
H 0.88 -4.21 -3.75
H -0.99 -3.51 -3.48
H -1.45 -1.95 -2.99
N 1.81 -0.62 5.99
C 1.82 -0.30 4.74
N 1.06 -1.09 4.04
O 2.66 0.42 4.28
H 2.48 -0.26 6.65
H 1.31 -1.46 6.27
H 0.32 -1.73 4.31
H 1.08 -0.92 3.05
N -0.99 4.00 -4.79
C -0.52 3.09 -4.00
N -1.53 2.33 -3.67
O 0.63 2.71 -3.79
H -1.83 4.39 -4.41
H -0.33 4.59 -5.28
H -1.16 1.56 -3.13
H -2.48 2.66 -3.61
O -4.02 3.36 1.56
C -3.58 4.19 0.49
C -2.08 4.17 0.23
O -1.72 2.81 0.03
H -3.77 2.44 1.43
H -4.12 3.93 -0.43
H -3.89 5.14 0.93
H -1.46 4.68 0.96
H -1.89 4.70 -0.71
H -1.86 2.56 0.95
O -2.80 0.84 2.02
C -2.26 1.04 3.35
C -1.42 2.35 3.52
O -0.17 2.39 2.84
H -2.46 0.00 1.71
H -3.08 0.84 4.04
H -1.54 0.23 3.46
H -1.41 2.54 4.60
H -1.83 3.27 3.13
H 0.04 1.56 2.40
O 0.03 -5.71 -0.45
C 1.21 -4.89 -0.49
C 1.83 -4.78 0.84
O 1.14 -4.08 1.84
H -0.52 -5.64 -1.23
H 1.83 -5.28 -1.30
H 0.95 -3.91 -0.89
H 2.80 -4.28 0.75
H 1.83 -5.78 1.27
H 1.65 -4.23 2.64



3.
86
Properties=species:S:1:pos:R:3 method="wB97M-V/def2-TZVPD" total_charge=0 smiles="NC(N)=O.NC(N)=O.NC(N)=O.NC(N)=O.NC(N)=O.NC(N)=O.NC(N)=O.OCCO.OCCO.OCCO" homo_lumo_gap_ev=9.9 multiplicity=1 energy_ev=-61713.6739 lumo_ev=0.390 de_lowest_ev=0.000
N 3.57 -3.59 -1.33
C 2.56 -2.79 -0.89
N 2.92 -1.50 -0.77
O 1.40 -3.14 -0.55
H 4.47 -3.23 -1.60
H 3.37 -4.53 -1.56
H 2.33 -0.85 -0.30
H 3.91 -1.26 -0.88
N -1.51 -2.73 -1.14
C -2.31 -3.65 -0.64
N -1.78 -4.72 0.00
O -3.52 -3.49 -0.72
H -0.48 -2.83 -1.07
H -1.96 -1.98 -1.63
H -2.35 -5.51 0.12
H -0.83 -4.93 -0.16
N 2.13 -1.92 3.10
C 1.09 -1.04 2.63
N 0.74 -1.22 1.38
O 0.70 -0.16 3.42
H 2.53 -1.61 3.98
H 2.78 -2.40 2.36
H 0.99 -2.13 0.88
H -0.02 -0.62 0.99
N -2.42 -0.16 2.80
C -2.56 0.10 1.51
N -3.81 0.10 0.99
O -1.65 0.56 0.76
H -1.43 -0.06 3.04
H -3.05 -0.77 3.27
H -4.49 -0.30 1.61
H -3.95 0.30 -0.01
N 0.91 2.15 1.53
C 2.21 2.37 1.57
N 2.87 1.90 2.68
O 2.89 2.99 0.65
H 0.53 1.59 2.31
H 0.33 2.50 0.78
H 3.84 1.99 2.76
H 2.38 1.35 3.41
N -5.71 -0.21 -3.83
C -5.12 -0.58 -2.58
N -5.20 -1.94 -2.35
O -4.57 0.20 -1.84
H -5.84 0.79 -3.99
H -6.49 -0.80 -4.05
H -5.13 -2.45 -3.16
H -4.60 -2.22 -1.59
N 6.60 1.54 -0.31
C 5.66 0.77 -0.77
N 4.61 1.51 -1.29
O 5.73 -0.45 -0.74
H 7.31 1.05 0.18
H 6.45 2.54 -0.29
H 4.15 2.21 -0.73
H 3.88 0.91 -1.62
O -3.87 -3.08 3.25
C -5.25 -3.33 3.18
C -5.66 -3.55 1.69
O -4.97 -4.66 1.18
H -3.51 -3.80 2.70
H -5.51 -4.24 3.78
H -5.77 -2.49 3.67
H -5.36 -2.69 1.11
H -6.71 -3.70 1.53
H -4.62 -4.30 0.31
O 5.02 4.93 0.17
C 4.12 5.83 -0.36
C 3.94 5.50 -1.82
O 2.96 6.34 -2.34
H 4.50 4.15 0.44
H 3.17 5.74 0.17
H 4.42 6.92 -0.28
H 3.68 4.46 -1.87
H 4.86 5.67 -2.35
H 2.55 5.95 -3.10
O 1.31 1.60 -1.81
C -0.05 1.63 -2.32
C -0.76 2.87 -1.81
O -1.02 2.90 -0.40
H 1.45 2.31 -1.13
H 0.00 1.58 -3.42
H -0.63 0.79 -1.88
H -1.64 3.09 -2.39
H -0.08 3.73 -2.07
H -1.65 2.18 -0.14